25
Properties=species:S:1:pos:R:3:forces:R:3:nbo_charge:R:1 method="wB97M-V/def2-TZVPD" homo_energy_ev=-7.71 total_charge=0 max_force_ev_per_a=5.73 de_lowest_ev=3.423 e_tot_ha=-895.0666
C -0.7899 0.2491 -1.8724 0.66 1.48 1.41 -0.48
C 0.6495 -0.0806 -1.3223 1.09 2.01 0.73 -0.23
C -1.7591 -0.4473 -0.9571 0.99 1.09 2.06 0.06
C -0.3681 -0.3208 0.6995 -1.62 -0.55 -2.12 -0.38
C 1.2163 1.6497 0.4446 -1.03 -1.46 0.65 -0.41
C 1.4456 -1.7450 2.1202 -0.18 1.11 -0.89 -0.89
N 0.7658 0.2813 0.1383 0.37 -0.29 -2.22 -0.49
N -3.0282 0.2145 -0.7710 0.73 -4.47 -0.22 -0.80
O 0.3040 -2.7280 -0.0286 0.73 -2.34 -3.16 -0.96
O -1.1058 -2.5397 2.0011 0.08 0.21 -0.73 -0.95
S -0.0761 -2.0351 1.1150 0.44 2.93 4.90 2.18
H -0.9869 1.4061 -1.8939 0.37 -2.12 -0.09 0.20
H -0.9248 -0.1889 -2.8351 0.14 0.05 -1.02 0.24
H 0.7900 -1.1126 -1.1481 0.03 -1.27 -1.55 0.24
H 1.5485 0.3790 -1.8404 -1.30 -0.60 0.17 0.20
H -1.7946 -1.5247 -1.1180 -0.27 0.20 0.16 0.21
H -0.7579 0.1659 1.5420 -0.79 0.65 1.24 0.21
H 2.0990 1.9036 -0.1443 -0.31 -0.09 -0.24 0.21
H 0.3331 2.2555 0.1936 0.71 0.94 0.69 0.19
H 1.5782 1.6056 1.5008 -0.77 0.74 -0.59 0.21
H 1.2625 -1.8007 3.1647 -0.73 0.29 0.89 0.23
H 2.1318 -2.5342 1.9520 0.78 -0.73 -0.68 0.24
H 1.8791 -0.7395 1.8193 -0.49 -1.53 0.36 0.25
H -3.5574 -0.2424 -0.0176 0.23 0.61 -0.53 0.38
H -2.8549 1.1372 -0.6195 0.12 3.15 0.75 0.36

=====

87
Properties=species:S:1:pos:R:3:forces:R:3:lowdin_charge:R:1 method="wB97M-V/def2-TZVPD" homo_energy_ev=-9.08 total_charge=0 max_force_ev_per_a=1.53 e_tot_ha=-1698.8885 smiles="COCCOCCC(=O)O.C1CCOC1.C1CCOC1.C1CCOC1.C1CCOC1.C1CCOC1"
C -2.7151 -0.8282 -0.0367 0.24 -1.06 -0.89 -0.08
O -3.5283 0.1614 -0.6825 0.74 0.32 0.65 -0.18
C -2.7886 1.2501 -1.2021 -0.71 0.97 -0.95 -0.20
C -2.4276 1.0630 -2.7150 -0.32 -0.07 1.26 -0.16
O -1.5487 -0.0627 -2.8222 0.25 0.67 -0.38 -0.15
C -0.1930 0.2787 -3.0975 0.39 -0.59 0.00 -0.20
C 0.4631 1.2729 -2.1069 0.57 0.09 -0.11 -0.07
C 0.7655 0.6396 -0.7278 -0.67 0.12 -0.48 -0.49
O 0.8868 -0.5355 -0.5604 0.18 0.34 0.09 0.13
O 0.9414 1.5506 0.3176 -0.34 -0.28 -0.36 0.02
H -1.8178 -0.4039 0.4694 -0.71 -0.04 -0.05 0.08
H -2.3198 -1.5032 -0.8326 -0.09 0.32 0.63 0.10
H -3.3131 -1.4715 0.6480 0.35 0.97 -0.46 0.08
H -1.9002 1.5027 -0.5832 -0.32 -0.36 -0.26 0.10
H -3.4649 2.1404 -1.1658 0.40 -0.53 0.07 0.12
H -3.3984 0.8739 -3.2222 0.75 -0.15 0.07 0.12
H -1.9932 1.9988 -3.1343 -0.19 -0.56 0.21 0.13
H 0.3825 -0.6695 -3.0150 -0.48 0.52 -0.02 0.13
H -0.0824 0.6004 -4.1605 -0.12 0.23 0.73 0.13
H -0.0635 2.2425 -2.0063 0.22 -0.61 0.06 0.12
H 1.4657 1.5293 -2.5302 -0.58 -0.10 0.28 0.14
H 0.0935 1.7334 0.7616 0.34 -0.17 -0.26 0.11
C -3.1526 -4.8935 3.4139 -0.09 0.10 0.25 -0.17
C -3.9922 -5.4791 2.2920 0.05 -0.24 -0.14 -0.17
C -4.2000 -4.2720 1.3939 -0.12 0.20 -0.05 -0.20
O -3.0410 -3.4421 1.5451 -0.06 -0.39 0.27 -0.17
C -2.2743 -3.9073 2.6633 0.20 0.02 -0.15 -0.20
H -2.5784 -5.6365 3.9672 0.00 0.03 -0.03 0.11
H -3.7947 -4.3613 4.1214 0.04 -0.02 0.00 0.11
H -3.4212 -6.2466 1.7622 -0.05 0.02 0.01 0.12
H -4.9288 -5.9234 2.6289 0.02 0.03 -0.02 0.11
H -5.0759 -3.6918 1.7037 -0.05 -0.06 -0.02 0.12
H -4.3175 -4.5436 0.3435 0.05 0.09 0.00 0.12
H -1.3720 -4.3936 2.2774 0.03 0.00 0.08 0.12
H -1.9746 -3.0564 3.2774 -0.02 0.04 -0.09 0.12
C 2.1445 4.9773 3.5325 -0.23 -0.02 0.12 -0.18
C 2.9434 3.8946 2.8268 0.28 -0.06 0.03 -0.17
C 2.5586 4.1198 1.3746 -0.16 0.08 -0.08 -0.20
O 2.2925 5.5216 1.2336 0.04 -0.07 0.20 -0.14
C 2.2148 6.1190 2.5320 0.16 0.13 -0.12 -0.21
H 2.5390 5.2471 4.5122 -0.01 0.01 -0.04 0.11
H 1.1077 4.6525 3.6592 0.03 0.03 0.02 0.11
H 4.0138 4.0734 2.9643 -0.03 -0.04 0.00 0.11
H 2.7199 2.8852 3.1729 -0.01 0.02 -0.04 0.11
H 1.6510 3.5754 1.1160 0.08 -0.05 -0.02 0.09
H 3.3484 3.8271 0.6794 -0.05 0.06 -0.05 0.11
H 3.1159 6.7235 2.6832 -0.04 0.04 0.08 0.12
H 1.3446 6.7760 2.5789 0.02 -0.01 -0.09 0.12
C -8.0280 2.4961 -2.1572 -0.18 0.22 -0.02 -0.17
C -7.9366 1.2848 -3.0689 0.00 -0.29 0.08 -0.17
C -6.8123 1.6850 -4.0084 0.08 0.13 -0.18 -0.21
O -5.9324 2.5316 -3.2591 -0.16 -0.06 0.07 -0.15
C -6.5697 2.9007 -2.0300 0.24 -0.08 0.13 -0.21
H -8.4956 2.2878 -1.1949 0.04 0.00 -0.02 0.11
H -8.5966 3.2907 -2.6488 0.01 -0.01 0.04 0.11
H -7.6452 0.4046 -2.4893 -0.01 0.02 -0.04 0.12
H -8.8653 1.0563 -3.5918 0.04 0.02 -0.01 0.11
H -7.1911 2.2588 -4.8610 -0.04 -0.07 -0.03 0.12
H -6.2550 0.8265 -4.3877 0.06 0.06 0.02 0.11
H -6.0774 2.3575 -1.2156 -0.05 0.03 0.05 0.11
H -6.4416 3.9714 -1.8614 0.06 -0.02 -0.07 0.12
C 6.2404 1.3159 0.5351 0.01 0.26 0.10 -0.17
C 5.0560 0.5275 0.0042 -0.13 -0.25 0.11 -0.17
C 5.1307 0.8128 -1.4852 0.00 0.16 -0.15 -0.21
O 6.5144 1.0062 -1.7965 -0.09 0.00 0.19 -0.14
C 7.2579 1.1347 -0.5788 0.12 -0.16 -0.11 -0.20
H 6.6029 0.9681 1.5024 0.00 -0.01 -0.04 0.11
H 5.9719 2.3722 0.6304 0.03 -0.03 0.01 0.11
H 5.2075 -0.5400 0.1885 -0.03 0.03 0.00 0.10
H 4.1012 0.8170 0.4452 0.01 -0.02 -0.03 0.11
H 4.5927 1.7330 -1.7407 -0.08 -0.03 0.02 0.11
H 4.7307 -0.0037 -2.0898 0.08 0.03 -0.05 0.12
H 7.8403 0.2176 -0.4383 0.04 0.04 0.07 0.12
H 7.9488 1.9753 -0.6610 -0.02 -0.02 -0.09 0.12
C 4.6206 -4.5203 -0.1990 -0.03 -0.22 -0.14 -0.17
C 3.5552 -3.6432 0.4363 -0.04 0.26 -0.04 -0.17
C 3.5052 -4.1893 1.8526 -0.05 -0.18 0.12 -0.20
O 4.8213 -4.6668 2.1550 -0.06 0.05 -0.18 -0.14
C 5.5951 -4.7091 0.9511 0.13 0.12 0.14 -0.21
H 5.0854 -4.0789 -1.0809 0.00 0.00 0.04 0.11
H 4.1878 -5.4827 -0.4864 0.04 0.03 -0.01 0.11
H 3.8886 -2.6017 0.4479 -0.06 -0.02 0.00 0.10
H 2.5908 -3.6852 -0.0695 0.02 0.02 0.03 0.11
H 2.8115 -5.0338 1.9287 -0.07 0.05 -0.01 0.12
H 3.2146 -3.4346 2.5855 0.07 -0.05 0.03 0.12
H 6.3270 -3.8945 0.9886 0.04 -0.03 -0.08 0.11
H 6.1336 -5.6568 0.8977 -0.02 0.01 0.09 0.12

=====

14
Properties=species:S:1:pos:R:3:forces:R:3:nbo_charge:R:1 method="wB97M-V/def2-TZVPD" homo_energy_ev=-9.02 total_charge=0 max_force_ev_per_a=0.28 de_lowest_ev=3.976 e_tot_ha=-270.4118 smiles="C=C=C=CCO.[H][H]"
C 2.7595 -0.1015 -0.3448 -0.07 -0.02 -0.01 -0.44
C 1.5097 -0.5001 -0.3056 -0.15 -0.06 0.02 0.02
C 0.2858 -0.8555 -0.2743 0.20 0.02 0.01 -0.07
C -0.9963 -1.1356 -0.2052 0.15 0.05 0.03 -0.22
C -1.9699 -0.2756 0.5639 -0.18 -0.17 -0.13 -0.09
O -1.3826 0.8449 1.1744 0.16 -0.08 0.16 -0.70
H 3.0676 0.8105 0.1607 -0.08 -0.12 -0.05 0.22
H 3.5247 -0.6521 -0.8854 -0.16 0.01 0.07 0.22
H -1.3972 -2.0253 -0.6905 0.06 0.14 0.05 0.22
H -2.7324 0.1119 -0.1210 0.06 -0.08 0.03 0.19
H -2.4974 -0.9108 1.2967 0.11 0.11 -0.09 0.17
H -0.5388 0.5631 1.5543 -0.09 0.11 -0.03 0.47
H 0.4273 2.1660 -1.2232 -0.04 0.05 0.00 -0.02
H -0.0600 1.9601 -0.6999 0.02 0.07 -0.05 0.01

=====

18
Properties=species:S:1:pos:R:3:forces:R:3:nbo_charge:R:1 method="wB97M-V/def2-TZVPD" homo_energy_ev=-9.58 total_charge=0 max_force_ev_per_a=1.56 de_lowest_ev=1.470 e_tot_ha=-381.2314 smiles="N/C=N/CCCC=O"
N 0.4645 -1.2264 2.7418 0.04 -0.22 0.39 -0.84
C 0.4303 -0.7783 1.4158 0.04 -0.27 0.22 0.26
N 0.6116 -1.5664 0.4522 0.03 0.10 -0.01 -0.45
C 0.7225 -1.0908 -0.9117 0.25 -0.30 -0.40 -0.24
C 0.5915 0.3881 -1.2148 -0.04 1.28 0.89 -0.42
C -0.8774 0.9123 -1.2864 0.11 -0.64 -0.33 -0.52
C -1.2319 1.8873 -0.2066 -0.11 -0.20 0.19 0.44
O -1.1186 3.0800 -0.2908 0.05 0.07 -0.05 -0.51
H -0.4240 -1.2016 3.2276 0.08 0.40 -0.02 0.38
H 0.8465 -2.1590 2.8345 -0.10 -0.06 -0.32 0.38
H 0.3340 0.3043 1.3438 -0.22 0.05 -0.12 0.14
H -0.0299 -1.6313 -1.4906 -0.10 -0.05 -0.01 0.20
H 1.6673 -1.4874 -1.2941 0.09 0.19 0.04 0.21
H 1.1360 0.7069 -2.0965 -0.15 -0.48 -0.50 0.23
H 1.1131 1.0073 -0.4664 -0.03 -0.38 0.11 0.21
H -1.0551 1.3723 -2.2461 0.01 0.35 -0.29 0.23
H -1.5603 0.0582 -1.2380 0.01 0.02 0.17 0.21
H -1.6201 1.4245 0.7262 0.02 0.13 0.04 0.10

=====

8
Properties=species:S:1:pos:R:3:forces:R:3:nbo_charge:R:1 method="wB97M-V/def2-TZVPD" homo_energy_ev=-9.87 total_charge=0 max_force_ev_per_a=3.63 de_lowest_ev=1.810 e_tot_ha=-337.3579 smiles=Oc1nnco1
O 1.9646 -0.2838 0.0033 0.82 2.20 -0.04 -0.65
C 0.6326 -0.3122 -0.0363 1.73 3.08 0.52 0.72
N -0.0463 -1.3598 -0.0223 0.63 -1.51 0.11 -0.34
N -1.3293 -0.9797 0.0318 -2.89 2.08 -0.68 -0.27
C -1.3674 0.3220 -0.0381 1.47 -1.09 0.93 0.27
O -0.1116 0.8939 0.0045 0.89 -2.84 -0.66 -0.45
H 2.3632 0.6533 0.0400 -1.30 -2.06 -0.13 0.51
H -2.1058 1.0664 0.0169 -1.34 0.15 -0.04 0.20